Model P:
One molecule with the formula C4H9N3, computed with ωB97M-V/def2-TZVPD.

The geometry in ORCA input format:
```
! RIJCOSX wB97M-V def2-TZVPD def2/J DEFGRID3
* xyz 0 1
H -1.0786 -1.7883 1.3415
H 0.7020 -1.8081 1.1763
H 0.2027 2.2215 -1.2449
C 0.8470 1.4920 -0.7444
H 1.6541 1.2074 -1.4295
H -0.5138 1.9892 1.3378
N -0.4464 1.1012 1.8360
N 0.0699 0.3131 -0.3523
C -0.1864 0.1386 1.0053
H 1.3264 1.9796 0.1117
C -0.2981 -0.5388 -1.3775
H 0.0572 -0.1983 -2.3672
C -0.1533 -1.2607 1.5834
H -0.0513 -1.2185 2.6721
H -1.1290 -2.0158 -2.2417
N -1.0024 -1.6138 -1.3066
*
```

## Properties
- LUMO level (eV) = 0.76
- SMILES = [H]/N=C(/C)N(C)/C=N/[H]

For each atom in turn, the Löwdin charge in e is: number 1, H, carries 0.0693; number 2, H, carries 0.0775; number 3, H, carries 0.0895; number 4, C, carries -0.0571; number 5, H, carries 0.0868; number 6, H, carries 0.0364; number 7, N, carries 0.1313; number 8, N, carries -0.1109; number 9, C, carries -0.4335; number 10, H, carries 0.0903; number 11, C, carries -0.2604; number 12, H, carries 0.1253; number 13, C, carries -0.0472; number 14, H, carries 0.0755; number 15, H, carries 0.0438; number 16, N, carries 0.0835

=====

Model Q:
A 2-piece molecular cluster, C4H9N3 overall, computed with ωB97M-V/def2-TZVPD.

The geometry in ORCA input format:
```
! RIJCOSX wB97M-V def2-TZVPD def2/J DEFGRID3
* xyz 0 1
H 1.9525 -2.1506 -0.0227
H -0.5594 3.0587 -0.3204
C -0.8609 1.3490 0.5165
C 0.9722 -1.7864 -0.3327
N -1.9810 -0.6320 1.3266
N 1.5191 0.3950 -1.4848
C 1.3649 -0.1152 -0.3675
H -1.3250 -0.4900 -0.6000
H 0.2808 -2.4164 0.2225
H 1.6886 0.1867 0.6317
H 0.8936 -2.0515 -1.3852
H -1.0446 1.7873 1.5079
H -1.9458 -0.1899 2.2456
H 0.9403 1.1406 -1.8555
N -0.6821 2.0650 -0.5053
C -1.2132 -0.1504 0.4233
*
```

## Properties
- LUMO level (eV) = -0.20
- SMILES = [H]/N=C\C=N\[H].[H]/N=C/C

For each atom in turn, the Löwdin charge in e is: number 1, H, carries 0.0406; number 2, H, carries 0.0661; number 3, C, carries -0.2410; number 4, C, carries -0.0874; number 5, N, carries 0.1089; number 6, N, carries 0.0704; number 7, C, carries -0.2960; number 8, H, carries 0.1079; number 9, H, carries 0.0449; number 10, H, carries 0.0925; number 11, H, carries 0.0476; number 12, H, carries 0.1100; number 13, H, carries 0.0483; number 14, H, carries 0.0506; number 15, N, carries 0.0927; number 16, C, carries -0.2559

=====

Model R:
One molecule with the formula C4H9N3, computed with ωB97M-V/def2-TZVPD.

The geometry in ORCA input format:
```
! RIJCOSX wB97M-V def2-TZVPD def2/J DEFGRID3
* xyz 0 1
N 0.0813 -2.2896 0.3902
H 1.6326 2.1852 0.3301
H 2.1072 -2.1792 0.8569
C -1.9590 0.4364 -0.7990
H 0.6711 0.5728 -1.4056
H -0.7940 -1.5106 0.1210
N -0.9663 -0.0305 -0.2002
C 1.2497 -1.6311 0.4816
H -2.9525 0.0536 -0.5920
H -0.0234 2.5869 -0.1727
C 0.5873 1.8522 0.3536
H 0.0512 -3.2029 0.8164
C 0.4896 0.4854 -0.3178
N 1.4503 -0.3837 0.2283
H -1.8896 1.2830 -1.4829
H 0.2647 1.7719 1.3922
*
```

## Properties
- LUMO level (eV) = 0.91
- SMILES = C=N[C@@H](C)/N=C\N

For each atom in turn, the Löwdin charge in e is: number 1, N, carries 0.0307; number 2, H, carries 0.0790; number 3, H, carries 0.1046; number 4, C, carries -0.0244; number 5, H, carries 0.1405; number 6, H, carries 0.1216; number 7, N, carries -0.0218; number 8, C, carries -0.3194; number 9, H, carries 0.0759; number 10, H, carries 0.0631; number 11, C, carries -0.0636; number 12, H, carries 0.0663; number 13, C, carries -0.4261; number 14, N, carries 0.0133; number 15, H, carries 0.0816; number 16, H, carries 0.0787

=====

Least stable: model Q

=====

Model P:
A 2-piece molecular cluster, C5H7NO overall, computed with ωB97M-V/def2-TZVPD.

The geometry in ORCA input format:
```
! RIJCOSX wB97M-V def2-TZVPD def2/J DEFGRID3
* xyz 0 1
H -1.4749 1.8930 -1.4155
O 1.8571 1.1650 1.6884
H 0.7692 -1.0058 -1.6789
N 1.2602 -0.4998 0.2065
C -1.7892 0.0658 1.0213
H 0.2759 -2.2005 -0.4517
H 0.2613 1.8393 -0.7890
C -0.7093 1.5014 -0.8050
H -1.9195 -0.9794 0.8597
C -1.0852 0.7660 0.1644
H 2.1395 -1.8773 -1.0194
C 1.0626 -1.5406 -0.7420
H -2.2034 0.5371 2.0024
C 1.5557 0.3357 0.9588
*
```

## Properties
- LUMO level (eV) = 0.78
- SMILES = CN=C=O.C=C=C

For each atom in turn, the Löwdin charge in e is: number 1, H, carries 0.0650; number 2, O, carries 0.1534; number 3, H, carries 0.0850; number 4, N, carries 0.0453; number 5, C, carries 0.0010; number 6, H, carries 0.0685; number 7, H, carries 0.0411; number 8, C, carries 0.0094; number 9, H, carries 0.0398; number 10, C, carries -0.2312; number 11, H, carries 0.1205; number 12, C, carries -0.0751; number 13, H, carries 0.1033; number 14, C, carries -0.4260

=====

Model Q:
One molecule with the formula C5H7NO, computed with ωB97M-V/def2-TZVPD.

The geometry in ORCA input format:
```
! RIJCOSX wB97M-V def2-TZVPD def2/J DEFGRID3
* xyz 0 1
H -1.6583 1.1810 0.5802
H -0.7531 -1.6383 -0.2863
H -1.9808 0.4153 -0.9801
C -0.5924 -0.7059 0.2670
N 0.4239 1.4668 -2.2879
C -1.7967 0.2163 0.0806
H -2.6930 -0.2542 0.4944
C 1.9054 0.0626 0.6338
C 0.7236 -0.1221 -0.2268
H -0.4713 -0.9776 1.3212
H 2.6449 0.8233 0.3857
H 1.8295 -0.2050 1.6874
O 1.8199 -1.0186 -0.2771
C 0.5985 0.7563 -1.3922
*
```

## Properties
- LUMO level (eV) = 0.83
- SMILES = CC[C@@]1(C#N)CO1

For each atom in turn, the Löwdin charge in e is: number 1, H, carries 0.0836; number 2, H, carries 0.1268; number 3, H, carries 0.0726; number 4, C, carries -0.1647; number 5, N, carries 0.1786; number 6, C, carries -0.0984; number 7, H, carries 0.0754; number 8, C, carries -0.0662; number 9, C, carries -0.4496; number 10, H, carries 0.1194; number 11, H, carries 0.1243; number 12, H, carries 0.1222; number 13, O, carries 0.0078; number 14, C, carries -0.1318

=====

Least stable: model P